(1)
Molecular formula: C21H43BO19S
Method: DFT, ωB97M-V with the def2-TZVPD basis set

Each line ends with the Löwdin charge.
Atoms and positions in Å:
S  -0.994  4.827  -1.559  0.74
O  4.180  0.220  -0.333  0.00
O  -1.513  1.091  5.441  0.01
O  5.242  -1.766  -0.196  0.13
O  3.408  -1.436  -1.475  0.03
O  -2.894  2.216  4.227  0.04
O  -3.659  1.252  6.120  0.13
O  0.560  4.417  -2.010  -0.14
O  -7.008  4.181  1.670  0.12
O  -1.584  5.265  -2.837  -0.27
O  -5.931  3.448  -0.172  0.04
O  0.470  1.564  -5.223  0.11
O  -2.726  1.000  -2.051  -0.16
O  -6.968  2.008  1.051  0.01
O  7.335  -8.097  -0.766  0.13
O  -1.553  3.395  -0.957  -0.17
O  0.924  3.969  -5.056  0.16
O  6.245  -6.126  -0.890  0.00
O  5.504  -7.783  -2.050  0.03
O  -1.104  5.798  -0.474  -0.25
C  -1.699  1.774  -2.664  -0.15
C  -2.781  1.494  5.339  -0.62
C  4.368  -1.066  -0.628  -0.62
C  4.961  -10.067  -1.414  -0.07
C  3.447  -2.813  -1.874  -0.21
C  1.462  2.378  -2.998  -0.01
C  -7.707  1.700  2.231  -0.04
C  5.105  0.739  0.623  -0.04
C  -1.237  0.353  6.630  -0.04
C  -2.281  -0.347  -1.990  -0.10
C  2.836  -3.707  -0.816  -0.06
C  -4.201  2.753  3.980  -0.21
C  6.454  -7.406  -1.196  -0.62
C  -4.300  5.162  0.403  -0.06
C  5.565  -9.154  -2.462  -0.22
C  -6.674  3.305  0.920  -0.62
C  0.565  2.980  -1.891  -0.30
C  -4.434  4.007  4.797  -0.05
C  7.158  -5.601  0.076  -0.03
C  -5.499  4.789  -0.445  -0.20
C  -0.771  2.291  -1.522  -0.19
B  0.948  2.689  -4.490  -0.55
H  3.426  -3.687  0.100  0.08
H  -1.931  -0.478  6.748  0.10
H  -4.563  5.189  1.462  0.07
H  1.628  1.297  -2.877  0.12
H  5.546  -10.048  -0.494  0.08
H  -3.918  6.143  0.119  0.09
H  3.951  -9.742  -1.161  0.08
H  -0.229  -0.044  6.537  0.09
H  4.990  -9.220  -3.385  0.12
H  -4.969  2.003  4.169  0.11
H  4.922  -11.095  -1.776  0.08
H  6.133  0.546  0.321  0.10
H  8.190  -5.775  -0.223  0.10
H  -6.321  5.492  -0.308  0.12
H  -8.017  0.660  2.169  0.09
H  -8.596  2.323  2.314  0.10
H  -3.633  4.728  4.627  0.08
H  6.985  -4.529  0.133  0.09
H  -2.140  2.650  -3.161  0.14
H  4.951  1.814  0.673  0.09
H  6.592  -9.438  -2.696  0.12
H  -5.387  4.465  4.532  0.08
H  -7.074  1.822  3.110  0.08
H  -0.330  1.838  -5.667  0.09
H  2.868  -2.879  -2.795  0.12
H  -2.859  -0.910  -1.248  0.10
H  4.468  -3.114  -2.111  0.12
H  0.060  4.129  -5.428  0.10
H  -3.505  4.427  0.288  0.06
H  2.782  -4.737  -1.169  0.08
H  4.910  0.309  1.606  0.10
H  -4.444  3.782  5.864  0.08
H  1.172  2.804  -0.980  0.15
H  -2.408  -0.855  -2.962  0.10
H  6.964  -6.043  1.053  0.10
H  -1.156  1.137  -3.385  0.12
H  -1.214  -0.415  -1.710  0.09
H  2.462  2.840  -2.898  0.12
H  -4.239  2.999  2.918  0.11
H  -5.226  4.810  -1.500  0.12
H  1.831  -3.367  -0.559  0.08
H  -0.610  1.467  -0.819  0.16
H  -1.279  1.009  7.498  0.10

Output
**E_LUMO**: 0.148 eV
**Relative energy (zero: lowest compared OMol25 entry of this formula, charge and spin)**: 158.9 kJ/mol
**Gap between HOMO and LUMO**: 0.3823 Ha
**Calculated total energy**: -72889.597 eV

***

(2)
Molecular formula: C21H43BrFN5O5S
Method: DFT, ωB97M-V with the def2-TZVPD basis set

Each line ends with the Löwdin charge.
Atoms and positions in Å:
Br  -1.054  4.217  2.919  0.72
S  -3.925  -1.803  1.971  0.98
F  -1.959  0.670  -1.249  0.04
O  1.271  -4.576  -2.335  -0.09
O  -5.109  -4.859  -0.403  -0.09
O  2.465  4.082  -2.971  -0.10
O  -5.500  -1.138  -1.618  -0.11
O  1.701  1.499  4.638  -0.10
N  -3.559  -0.715  3.183  -0.24
N  -3.283  -1.154  0.546  -0.21
N  3.265  -0.471  1.216  0.09
N  4.752  0.305  2.843  0.11
N  3.886  2.015  1.485  0.00
C  -2.756  0.032  1.043  -0.26
C  4.867  3.840  -2.853  -0.09
C  1.211  -5.996  -2.260  -0.33
C  -0.809  3.182  -0.352  -0.16
C  -2.354  1.619  3.072  -0.05
C  0.696  3.435  0.075  -0.22
C  0.243  -6.533  -3.297  -0.10
C  -5.463  -0.303  -3.883  -0.09
C  2.969  2.288  0.354  -0.22
C  -1.707  2.533  2.131  -0.52
C  -1.540  2.221  0.646  -0.15
C  -2.710  -5.118  -0.247  -0.09
C  3.683  1.815  5.979  -0.09
C  -6.088  -0.194  -2.505  -0.32
C  -2.901  0.329  2.533  -0.30
C  -2.069  0.975  0.096  -0.12
C  3.604  3.547  -3.640  -0.31
C  -3.967  -5.412  -1.046  -0.32
C  1.414  2.139  0.686  -0.16
C  3.965  0.616  1.867  -0.49
C  2.668  2.457  5.053  -0.32
H  3.709  2.624  2.283  0.09
H  3.135  3.377  0.076  0.11
H  4.801  3.412  -1.850  0.06
H  1.265  1.165  5.431  0.08
H  3.158  2.847  4.161  0.08
H  3.284  1.696  -0.547  0.11
H  0.553  -6.233  -4.301  0.08
H  3.661  3.983  -4.643  0.11
H  -2.564  -4.040  -0.138  0.05
H  0.795  4.278  0.821  0.07
H  -4.975  -3.905  -0.338  0.06
H  1.041  1.231  0.116  0.11
H  -4.120  -6.489  -1.133  0.11
H  3.192  1.404  6.865  0.07
H  0.191  -7.623  -3.255  0.07
H  2.284  -0.486  1.499  0.08
H  5.006  4.918  -2.732  0.08
H  -0.759  -6.126  -3.138  0.06
H  3.458  2.471  -3.741  0.11
H  0.901  -6.283  -1.249  0.10
H  -7.158  -0.401  -2.554  0.11
H  -1.830  -5.545  -0.734  0.06
H  -4.554  -0.950  -1.568  0.04
H  0.383  -4.237  -2.170  0.07
H  -0.788  2.664  -1.358  0.12
H  -1.392  4.138  -0.529  0.13
H  -5.949  0.811  -2.093  0.11
H  -2.471  1.885  4.152  0.11
H  -4.386  -0.117  -3.834  0.07
H  4.185  0.985  5.478  0.06
H  -5.912  0.413  -4.574  0.07
H  1.258  3.792  -0.858  0.09
H  4.434  2.541  6.299  0.08
H  1.233  2.041  1.790  0.10
H  5.745  3.428  -3.355  0.08
H  -3.895  -4.990  -2.055  0.11
H  -2.791  -5.532  0.761  0.08
H  2.595  5.035  -2.893  0.09
H  5.211  1.159  3.192  0.04
H  2.214  -6.386  -2.435  0.11
H  2.152  3.284  5.553  0.11
H  -5.596  -1.310  -4.284  0.08
H  3.384  -0.472  0.203  0.08

Output
**E_LUMO**: -1.325 eV
**Gap between HOMO and LUMO**: 0.2787 Ha
**Calculated total energy**: -123753.420 eV

***

(3)
Molecular formula: C21H43InN2OP3
Method: DFT, ωB97M-V with the def2-TZVPD basis set

Each line ends with the Löwdin charge.
Atoms and positions in Å:
In  0.157  -0.338  -0.322  0.73
P  0.003  0.720  2.183  0.74
P  -0.871  -2.656  0.304  0.74
P  -2.772  1.229  0.124  0.78
O  -0.708  0.609  -2.027  -0.29
N  2.978  -1.476  1.381  0.08
N  5.064  -1.228  1.926  -0.07
C  -0.261  -1.054  -3.727  -0.04
C  -4.102  1.746  1.293  -0.26
C  -1.529  0.691  -5.533  -0.03
C  -1.401  0.126  3.205  -0.23
C  3.907  -1.775  2.307  -0.02
C  -2.636  -2.596  0.762  -0.21
C  1.820  4.033  -2.092  -0.06
C  1.388  0.527  3.359  -0.26
C  -1.215  -0.620  -5.915  -0.03
C  -0.848  -3.825  -1.096  -0.22
C  -0.180  2.542  2.180  -0.22
C  -2.356  2.869  -0.608  -0.26
C  -1.225  1.142  -4.256  0.02
C  -3.824  0.598  -1.237  -0.26
C  6.320  -1.326  2.646  0.04
C  -0.096  -3.600  1.667  -0.23
C  2.078  4.255  -0.792  -0.09
C  -0.573  -1.480  -5.017  -0.05
C  3.563  -0.687  0.386  -0.05
C  -0.683  0.238  -3.299  -0.40
C  4.863  -0.549  0.721  0.04
H  1.514  -0.522  3.662  0.04
H  -1.426  -0.973  3.210  0.03
H  0.312  2.963  1.292  0.04
H  -4.510  1.403  -1.531  0.06
H  1.769  5.180  -0.291  0.06
H  -4.543  0.858  1.767  0.05
H  2.104  3.088  -2.571  0.05
H  -3.697  2.403  2.075  0.05
H  -1.233  2.852  2.193  0.05
H  7.063  -1.892  2.068  0.12
H  -0.728  -4.464  1.921  0.09
H  -3.214  -2.056  0.000  0.05
H  0.894  -3.966  1.358  0.06
H  1.164  1.128  4.253  0.08
H  2.613  3.513  -0.186  0.03
H  2.324  0.891  2.915  0.06
H  -3.011  -3.627  0.832  0.08
H  0.319  2.941  3.075  0.07
H  -4.884  2.280  0.736  0.07
H  -1.456  2.154  -3.928  0.13
H  -2.362  0.506  2.831  0.02
H  6.143  -1.834  3.602  0.11
H  0.254  -1.711  -3.021  0.08
H  6.734  -0.328  2.838  0.12
H  -3.203  0.310  -2.094  0.03
H  0.167  -4.227  -1.221  0.07
H  -4.397  -0.273  -0.893  0.04
H  -2.012  1.366  -6.240  0.13
H  -2.775  -2.097  1.730  0.05
H  -1.544  -4.653  -0.895  0.08
H  3.760  -2.382  3.193  0.18
H  -2.178  3.605  0.186  0.05
H  -1.453  2.773  -1.225  0.02
H  -0.301  -2.492  -5.329  0.12
H  3.007  -0.300  -0.456  0.09
H  -3.196  3.196  -1.235  0.06
H  5.662  -0.031  0.221  0.16
H  0.017  -2.973  2.563  0.04
H  -1.249  0.479  4.235  0.08
H  -1.147  -3.318  -2.023  0.05
H  1.984  -1.696  1.501  0.09
H  1.321  4.776  -2.723  0.06
H  -1.461  -0.966  -6.920  0.13

Output
**E_LUMO**: -11.230 eV
**Total charge**: +3
**Relative energy (zero: lowest compared OMol25 entry of this formula, charge and spin)**: 165.7 kJ/mol
**Gap between HOMO and LUMO**: 0.1562 Ha
**Calculated total energy**: -60515.692 eV

***

Which of these has the highest E_LUMO?
C21H43BO19S

***

calculated total energy of number 2 (C21H43BrFN5O5S)?
-123753.420 eV

***

gap between HOMO and LUMO of number 1 (C21H43BO19S)?
0.3823 Ha